Record 1
Molecular formula: C17H32N2O26S6
Method: DFT, ωB97M-V/def2-TZVPD

```
83
Properties=species:S:1:pos:R:3:forces:R:3:mulliken_charge:R:1
C -4.910 -4.179 -3.370 0.89 0.55 -0.11 -0.756
N -4.493 -2.741 -3.138 -0.40 -0.54 0.74 0.896
O -3.367 -2.524 -2.742 0.22 -0.02 -0.34 -0.490
O -5.372 -1.907 -3.229 0.23 0.01 -0.36 -0.537
H -4.253 -4.643 -4.104 -0.17 0.41 -0.38 0.280
H -5.945 -4.089 -3.668 -0.07 -0.59 0.16 0.328
H -4.649 -4.715 -2.460 -0.67 0.15 0.26 0.279
C -0.531 -1.560 4.026 0.68 1.25 0.70 -0.397
C -1.409 -0.522 3.323 0.58 -0.87 -0.48 0.304
O -2.668 -1.168 3.165 0.08 -1.41 -0.20 -0.357
S -2.435 -2.805 2.987 -1.40 0.60 1.00 0.969
O -2.358 -3.190 1.610 0.31 0.47 0.66 -0.384
O -3.415 -3.427 3.834 1.16 0.48 -0.86 -0.591
O -0.978 -2.838 3.662 -0.79 -0.58 -0.77 -0.312
H -0.581 -1.433 5.111 -0.13 -0.28 -0.02 0.337
H 0.508 -1.427 3.722 -0.03 -0.25 -0.04 0.281
H -0.987 -0.328 2.334 -0.15 0.45 0.06 -0.043
H -1.500 0.361 3.947 -0.29 0.12 -0.23 0.142
C -0.813 -5.488 -1.015 -0.39 0.44 -0.99 -0.166
C 0.061 -4.326 -0.584 -0.55 0.26 0.62 0.303
O 1.138 -4.927 0.161 0.04 -0.46 -0.38 -0.339
S 0.547 -6.166 0.962 0.11 -1.87 1.15 1.087
O 0.088 -5.788 2.273 0.54 -0.09 -1.26 -0.487
O 1.463 -7.280 0.823 -1.34 1.66 -0.01 -0.561
O -0.809 -6.402 0.060 1.19 0.13 0.72 -0.338
H -0.478 -5.979 -1.934 0.29 0.01 0.18 0.365
H -1.826 -5.129 -1.209 -0.03 -0.10 0.30 0.119
H -0.465 -3.715 0.153 -0.24 0.20 -0.39 -0.306
H 0.422 -3.729 -1.416 0.33 -0.08 0.11 0.377
C 4.519 1.600 3.212 0.12 -0.74 -0.35 0.069
C 4.878 2.203 1.841 0.11 0.54 1.87 -0.232
O 5.799 1.268 1.307 0.21 -1.17 -0.77 -0.279
S 6.822 0.803 2.459 -0.12 0.56 0.82 1.051
O 7.824 1.819 2.618 -0.81 -0.64 -0.06 -0.536
O 7.224 -0.562 2.338 -0.66 0.92 -0.29 -0.527
O 5.709 0.928 3.643 1.11 -0.02 -0.14 -0.390
H 3.781 0.800 3.120 -0.21 0.20 -0.21 0.184
H 4.172 2.296 3.966 0.34 0.23 -0.06 0.132
H 5.456 3.118 1.977 -0.47 0.33 -0.07 0.411
H 3.948 2.358 1.303 0.44 -0.22 -0.77 0.125
C 0.032 3.765 4.760 0.75 0.28 0.51 -0.019
C 1.555 3.730 5.002 -1.13 -0.16 0.51 -0.513
O 2.019 3.335 3.717 0.66 0.40 -0.73 -0.146
S 1.372 4.439 2.707 0.83 -1.14 0.11 0.933
O 1.259 3.859 1.400 0.02 0.58 1.20 -0.353
O 2.089 5.657 2.925 -0.97 -0.47 -0.33 -0.578
O -0.022 4.377 3.466 -0.66 0.82 -0.97 -0.303
H -0.476 4.417 5.469 -0.06 -0.04 -0.08 0.299
H -0.459 2.794 4.712 0.15 -0.03 -0.07 -0.039
H 1.909 3.041 5.762 -0.06 -0.13 -0.15 0.360
H 1.845 4.754 5.246 0.43 -0.11 -0.04 0.345
C 2.711 0.015 -3.472 0.55 0.07 -0.94 0.101
C 2.052 0.437 -4.802 0.27 -0.54 1.32 -0.569
O 1.418 1.645 -4.373 -0.01 1.34 -0.34 -0.285
S 2.629 2.511 -3.739 0.42 -0.13 -0.11 1.198
O 2.153 3.525 -2.844 0.10 -1.10 -0.74 -0.567
O 3.557 2.859 -4.782 -0.80 -0.19 0.87 -0.583
O 3.215 1.249 -2.922 -0.14 0.79 0.05 -0.265
H 3.579 -0.610 -3.676 -0.13 -0.22 0.32 0.365
H 1.994 -0.414 -2.775 0.05 -0.02 0.06 -0.097
H 1.316 -0.299 -5.108 -0.16 0.28 -0.21 0.362
H 2.805 0.667 -5.553 -0.18 -0.18 -0.21 0.341
C -4.687 1.756 -4.110 -0.43 -0.79 -1.61 -0.340
C -3.949 1.031 -3.006 -0.15 0.30 1.18 -0.141
O -3.633 2.078 -2.063 0.44 0.97 0.47 -0.200
S -4.691 3.286 -2.156 -1.70 -0.51 0.31 1.060
O -4.079 4.545 -1.876 -0.07 -1.09 -0.30 -0.537
O -5.944 2.940 -1.494 2.12 0.26 -0.90 -0.560
O -4.898 3.109 -3.745 -0.21 0.42 0.92 -0.352
H -5.596 1.182 -4.316 -0.30 0.60 0.11 0.262
H -4.160 1.832 -5.063 0.28 -0.26 0.22 0.295
H -3.051 0.516 -3.342 0.18 0.30 0.19 0.292
H -4.556 0.342 -2.422 -0.18 -0.20 -0.54 0.220
N 0.539 1.729 -1.009 -0.82 -0.60 -0.13 0.679
C -0.545 1.222 -1.691 0.10 1.30 0.70 -0.979
C -0.797 -0.006 -1.185 -0.60 -1.04 -1.25 0.096
C 0.231 -0.353 -0.299 0.09 0.15 0.97 -0.123
C 0.997 0.786 -0.115 0.16 0.58 -0.90 -1.878
H 0.819 2.692 -1.091 0.34 -0.06 0.14 0.265
H -1.153 1.852 -2.318 0.18 0.03 -0.13 0.520
H -1.621 -0.633 -1.497 0.11 -0.10 0.06 0.477
H 0.267 -1.339 0.137 0.43 0.21 0.41 0.647
H 1.837 1.112 0.477 0.07 -0.62 0.21 0.300
```
Positions in Å, forces in eV/Å.

## Properties
* max |F|: 2.322 eV Å⁻¹
* total energy: -139364.677 eV
* Kohn-Sham gap: 8.114 eV
* HOMO level: -8.733 eV
* multiplicity: 1

---

Record 2
Molecular formula: C6H14N3
Method: DFT, ωB97M-V/def2-TZVPD

```
23
Properties=species:S:1:pos:R:3:forces:R:3:nbo_charge:R:1
C -1.064 0.728 -0.052 1.18 -1.07 0.58 -0.030
C -0.738 -0.538 -0.372 1.17 0.88 1.34 0.308
C 0.114 1.539 0.404 -0.25 0.26 -0.83 -0.453
C 1.329 0.648 0.173 0.35 -0.44 -0.09 0.143
C -2.388 1.345 0.173 -0.77 -4.48 -2.34 -0.619
C 1.121 -1.855 0.582 0.05 -3.03 1.17 -0.429
N -1.494 -1.635 -0.666 -3.84 -1.12 1.28 -0.839
N 2.255 0.974 -0.822 -0.92 1.86 -2.94 -0.837
N 0.798 -0.757 -0.251 -3.94 1.90 0.71 -0.365
H 0.072 2.495 -0.199 0.73 -0.85 0.71 0.242
H 0.075 1.792 1.473 -0.31 0.09 -0.32 0.240
H 1.891 0.477 1.097 -0.28 -0.08 -0.11 0.216
H -2.255 2.108 0.800 0.04 3.03 2.51 0.224
H -2.990 0.513 0.629 -0.18 1.16 -0.37 0.220
H -2.800 1.670 -0.775 -0.47 0.10 -0.01 0.248
H 1.215 -1.346 1.519 0.25 -0.85 1.15 0.222
H 0.265 -2.617 0.607 1.32 1.25 0.19 0.224
H 2.034 -2.464 0.302 -0.85 1.27 0.19 0.256
H -1.240 -2.616 -0.544 0.98 0.73 -0.37 0.411
H -2.442 -1.656 -0.113 2.13 0.68 -1.57 0.411
H 3.041 1.395 -0.418 1.48 0.58 0.35 0.392
H 1.897 1.658 -1.587 0.63 -1.63 1.84 0.389
H 1.056 -0.928 -1.157 1.49 -0.22 -3.06 0.429
```
Positions in Å, forces in eV/Å.

## Properties
* SMILES: CC1=C(N)[N@H+](C)[C@@H](N)C1
* charge: +1
* max |F|: 5.115 eV Å⁻¹
* total energy: -10911.405 eV
* Kohn-Sham gap: 9.796 eV
* HOMO level: -12.465 eV
* multiplicity: 1

---

Record 3
Molecular formula: C9H43HgN6O15
Method: DFT, ωB97M-V/def2-TZVPD

```
74
Properties=species:S:1:pos:R:3:forces:R:3:mulliken_charge:R:1
Hg -2.583 0.092 2.819 0.98 -0.50 -2.21 1.374
C -0.632 0.515 -0.138 -0.38 0.19 0.13 0.324
C -0.960 -0.959 0.110 1.20 1.71 -0.48 -0.116
O -1.670 -1.149 1.285 -0.92 -1.34 1.24 -0.422
H -0.258 1.003 0.767 0.11 -0.31 0.02 -0.222
H -1.532 1.082 -0.387 0.30 -0.07 -0.51 0.021
H 0.151 0.641 -0.880 -0.32 0.04 -0.25 -0.073
H 0.045 -1.413 0.108 -0.21 -0.45 0.86 0.164
H -1.405 -1.424 -0.776 -0.72 0.10 0.16 0.323
C 2.156 -2.477 2.216 0.38 -1.10 0.47 0.209
C 3.319 -2.417 3.204 0.08 0.11 0.16 -0.642
O 3.777 -1.092 3.476 -0.23 -0.12 -0.63 -0.522
O 1.075 -1.778 2.805 -0.18 0.71 0.07 -0.564
H 1.905 -3.543 2.134 -0.12 -0.01 -0.03 0.174
H 2.383 -2.165 1.192 0.23 0.44 0.16 -0.026
H 4.152 -3.038 2.876 0.12 0.32 -0.35 0.399
H 3.028 -2.863 4.159 -0.44 -0.09 -0.07 0.289
H 2.967 -0.580 3.596 0.08 0.04 0.18 0.313
H 0.491 -1.401 2.140 -0.05 -0.23 -0.04 0.224
C 1.144 4.820 0.926 -0.06 -0.06 0.41 -0.902
C 0.799 3.656 1.846 0.50 1.25 -0.26 0.452
O 1.906 2.754 2.003 -1.18 -0.22 0.10 -0.527
O 2.116 5.675 1.520 -0.27 -0.21 -0.39 -0.545
H 0.202 5.338 0.733 0.23 0.42 0.11 0.418
H 1.502 4.480 -0.052 -0.05 -0.16 0.25 0.324
H -0.152 3.286 1.445 0.38 -1.00 -0.01 -0.105
H 0.592 4.078 2.833 -0.01 0.02 0.04 0.310
H 2.573 3.000 1.358 0.03 -0.29 -0.10 0.350
H 2.963 5.357 1.198 0.21 0.36 0.22 0.394
C -1.921 -4.158 -3.447 -1.02 -0.28 1.12 0.564
O -2.322 -5.282 -3.227 0.09 0.37 -0.37 -0.614
N -0.711 -3.891 -4.040 0.08 0.25 -0.02 -0.517
N -2.567 -3.013 -3.010 0.71 -0.58 -0.38 -0.273
H -0.284 -4.683 -4.494 0.01 0.19 -0.20 0.205
H -0.623 -2.973 -4.442 0.23 -0.24 -0.57 0.235
H -3.523 -3.045 -2.705 0.04 0.07 0.12 0.167
H -2.085 -2.148 -3.157 -0.52 0.36 0.03 0.113
C 2.328 -2.521 -1.873 1.29 -0.69 -1.34 0.547
O 3.541 -2.416 -1.694 -0.90 -0.61 0.58 -0.651
N 1.513 -1.461 -1.659 -0.21 1.07 0.81 -0.047
N 1.662 -3.605 -2.388 0.20 0.87 0.57 -0.281
H 0.643 -1.308 -2.128 -0.10 -0.15 0.00 0.214
H 1.937 -0.720 -1.111 -0.21 0.12 -0.56 -0.077
H 2.139 -4.471 -2.556 0.07 0.10 -0.23 0.242
H 0.741 -3.405 -2.767 0.28 -0.94 0.16 0.211
C 0.515 3.676 -2.012 0.08 0.58 0.41 0.210
O -0.464 3.372 -1.330 0.12 -0.02 -0.51 -0.547
N 0.665 4.849 -2.679 -0.07 -0.22 0.01 -0.332
N 1.645 2.893 -2.098 -0.54 -0.63 0.29 -0.453
H 1.390 4.874 -3.372 -0.03 0.30 -0.17 0.201
H -0.041 5.564 -2.682 -0.11 -0.16 0.02 0.242
H 2.519 3.386 -2.031 0.16 -0.02 -0.21 0.316
H 1.583 2.078 -1.497 0.24 0.19 -0.05 0.175
O -1.348 -4.291 1.565 0.04 0.41 -0.05 -0.707
H -1.295 -3.382 1.236 0.08 -0.12 0.10 0.214
H -0.647 -4.762 1.102 -0.13 -0.10 0.01 0.295
O -2.819 3.959 0.071 -0.08 -0.15 0.17 -0.717
H -2.017 3.468 -0.181 0.20 0.54 -0.40 0.497
H -3.305 4.069 -0.753 0.03 0.20 -0.04 0.321
O -0.446 1.049 3.258 -0.62 0.46 0.93 -0.583
H 0.390 1.458 2.986 0.31 -0.15 -0.40 0.083
H -0.810 1.668 3.908 0.61 0.15 0.12 0.383
O -3.167 1.754 1.224 -0.41 -1.03 0.64 -0.549
H -3.298 2.714 1.111 0.02 0.63 -0.20 0.320
H -3.291 1.384 0.340 0.00 -0.05 0.24 0.273
O 2.672 0.807 -0.246 0.40 0.19 0.11 -0.528
H 3.479 0.908 -0.771 0.00 -0.27 0.06 0.264
H 2.977 0.452 0.601 -0.02 0.03 0.00 0.179
O -4.497 -1.219 -1.099 0.23 0.35 0.06 -0.624
H -4.770 -0.296 -1.147 -0.14 -0.11 -0.12 0.318
H -3.804 -1.242 -0.427 -0.05 -0.33 0.07 0.327
O -4.293 -3.418 1.440 0.15 0.42 0.08 -0.561
H -4.657 -2.653 1.896 -0.19 -0.14 -0.02 0.248
H -3.389 -3.499 1.770 0.03 -0.38 -0.09 0.304
```
Positions in Å, forces in eV/Å.

## Properties
* charge: +1
* max |F|: 2.472 eV Å⁻¹
* total energy: -53850.492 eV
* Kohn-Sham gap: 4.567 eV
* HOMO level: -11.835 eV
* multiplicity: 1